Density functional theory data (ωB97M-V/def2-TZVPD) for a molecular structure, C22H37ClP2Pt in a non-equilibrium geometry.

## Properties
total charge = +2
E = -57735.4210 eV
E_HOMO (alpha / beta) = -0.493 / -0.494 Ha
<S²> = 6.03
ΔE to the lowest compared entry with this formula, charge and spin = 81.2 kcal per mole
frontier orbital gap (alpha / beta) = 7.2 / 2.7 eV
multiplicity = 5

Structure (XYZ):
```
63
Properties=species:S:1:pos:R:3:forces:R:3:lowdin_charge:R:1
C 0.032207 1.333003 -3.468071 0.117 1.938 0.597 -0.228
H 0.513081 -0.916159 -3.882439 -0.158 -0.133 0.977 0.044
C 2.554045 -1.519396 -2.457369 0.123 1.159 1.359 -0.142
H 1.026962 1.008684 -3.803617 -0.159 0.440 0.565 0.047
C 3.516737 -3.770501 -1.842674 0.032 0.353 0.488 -0.172
H 0.642468 0.003214 2.090553 0.072 -0.055 -0.148 0.052
H 0.264204 -1.459614 0.093298 0.200 -0.255 -0.225 0.046
H -4.283297 2.973659 1.262166 0.305 0.412 -0.008 0.058
C 1.215549 0.756011 4.435192 -0.828 -0.176 -1.585 0.018
H -0.448657 -2.005525 -2.813322 0.286 0.283 0.072 0.019
H 2.428291 0.846854 6.189129 -0.509 0.273 -0.252 0.155
H 2.917090 -1.094728 -0.286800 -0.019 -0.080 -0.811 0.116
H -1.856353 2.607378 -1.982332 -0.963 -0.439 -0.623 0.057
H -4.291510 0.224476 -0.029016 -0.236 -0.059 -0.015 0.068
H 1.006282 2.586960 7.301583 -0.094 -0.119 -0.283 0.142
C 1.042306 2.718127 0.988219 0.158 2.030 0.244 -0.196
C -3.501591 3.320261 0.567123 0.043 -0.343 0.703 -0.231
H -1.110329 0.067699 2.352010 -0.542 0.003 -0.009 0.055
H 0.255749 -4.873257 -2.418523 -0.144 -0.129 0.290 0.111
H 4.019533 -3.383175 -0.941141 -0.538 -0.101 0.029 0.115
C -0.399979 2.684896 5.644068 1.977 -0.565 1.381 -0.026
P -0.451328 0.551550 -1.746788 -0.913 -3.959 -8.451 0.807
H 1.702404 -0.140836 -1.091234 0.177 -0.475 0.148 0.010
C 0.858217 -4.252128 -1.766600 0.693 0.743 1.043 -0.083
H -2.808400 -0.577560 0.508281 -0.004 0.320 0.061 0.050
H -0.053993 2.422703 -3.482426 0.317 0.015 0.015 0.044
C 0.306677 -3.220883 -1.124172 0.998 0.265 0.112 -0.150
H 2.425311 -5.138850 -0.577091 -0.185 -0.146 0.248 0.113
H 2.446604 -0.723767 -3.196572 -0.112 -0.461 0.054 0.089
C -3.416560 0.327996 0.606785 -0.162 0.406 0.389 -0.225
H 1.077504 3.574065 0.291725 0.291 -0.127 0.604 0.027
H -2.772662 -0.361244 -1.689877 0.012 0.626 -0.086 0.081
H 2.421565 -5.508432 -2.288956 0.022 -0.150 0.373 0.108
H 1.514139 -2.552338 0.557836 0.047 -0.094 -0.389 0.111
H 1.822417 -0.029492 3.955707 -0.300 0.565 0.391 0.145
H -1.009755 3.412193 6.127834 -0.429 0.396 0.159 0.118
H 0.509901 2.931639 1.954762 0.850 0.090 -0.877 0.011
C -0.730117 2.204073 4.373172 -0.933 0.585 0.358 -0.536
Cl -2.183567 2.747775 3.645352 0.799 -0.343 0.293 0.886
H -0.754034 -3.107561 -1.117030 -0.691 0.061 -0.357 0.082
C -0.189757 0.623111 2.395339 0.275 -0.565 0.993 -0.096
C -2.697272 1.881509 -1.815596 0.124 0.420 1.011 -0.377
C 0.753159 2.205353 6.312881 -2.694 1.877 -0.334 0.033
P -2.550246 1.852818 0.069568 -5.192 0.294 -1.882 0.610
C 3.159581 -2.640328 -2.746616 0.285 -1.588 -1.851 -0.117
H -3.592446 2.285321 -2.279007 -0.395 -0.026 0.383 0.101
C -2.293641 0.479431 -2.224417 0.527 0.619 1.239 -0.406
C 2.297999 -4.700160 -1.559505 0.270 -0.483 -1.297 -0.158
H -3.757011 0.434699 1.643105 0.114 -0.075 -0.133 0.054
Pt -0.484001 1.657340 0.102513 4.066 -0.295 2.727 0.777
H -1.222736 -0.794979 -3.830268 0.570 -0.130 0.724 0.039
C -0.341722 -0.991427 -3.193788 -0.130 -1.475 0.479 -0.141
H 3.296593 -2.915366 -3.807361 0.265 0.642 0.386 0.128
C 2.107113 -1.175459 -1.045552 -0.156 0.055 0.575 -0.201
H -3.999998 3.785221 -0.285797 0.265 -0.044 0.043 0.064
H 4.294394 -4.377659 -2.325361 -0.272 0.161 0.093 0.114
H 1.970139 2.166880 1.046677 0.081 -0.195 0.174 0.028
H -0.657417 0.951752 -4.237014 0.135 0.340 0.706 0.057
C 0.083808 1.233057 3.726464 1.429 -1.617 -1.090 -0.248
H -2.781450 3.999414 1.040986 -0.585 0.117 -0.029 0.032
C 1.041025 -2.124107 -0.342284 -0.158 -0.004 0.363 -0.184
H -2.415165 0.252777 -3.267018 -0.013 0.423 -0.209 0.066
C 1.531940 1.243027 5.683307 1.590 -1.204 0.094 0.029
```
Forces are in eV/Å.



Density functional theory data (ωB97M-V/def2-TZVPD) for 2 unconnected molecules or ions with the total composition C22H37F3IN5O5 in a non-equilibrium geometry.

## Properties
E = -57346.5462 eV
E_HOMO = -0.220 Ha
frontier orbital gap = 3.8 eV
multiplicity = 1

Structure (XYZ):
```
73
Properties=species:S:1:pos:R:3:forces:R:3:lowdin_charge:R:1
H -4.174051 -0.509691 -1.180388 -0.085 -0.370 0.056 0.088
H 1.743475 -4.224158 -0.553052 -0.161 0.343 0.029 0.086
O 3.642263 -1.590111 1.281711 -0.938 0.108 0.646 -0.015
H 0.827316 -3.086305 -1.603945 0.179 -0.068 0.378 0.064
C 1.641898 -3.178245 -0.868230 0.413 0.716 -0.316 -0.070
H 0.554421 -0.147686 -3.928134 -0.035 0.377 -0.284 0.101
C -0.622912 1.322116 3.895084 1.157 -0.112 -0.883 -0.239
H 1.077452 2.465352 3.299891 -0.227 -0.342 -0.116 0.140
N 4.199089 2.519499 -1.216058 0.030 0.314 -0.527 -0.397
H 0.381761 0.980559 -5.270798 -0.355 0.122 0.249 0.106
H -5.027409 -1.469743 0.053605 0.185 0.219 -0.435 0.103
C -1.396518 0.259191 3.809652 -0.173 0.354 0.313 -0.319
C -2.740906 -2.863334 -2.231401 -1.069 -0.440 -0.289 -0.216
H 2.573814 -2.888418 -1.385998 -0.326 -0.231 0.103 0.084
O -3.128596 3.729436 6.236148 -0.073 -0.044 -0.075 -0.084
H -4.015897 -3.545275 -0.612073 0.017 0.242 -0.297 0.112
H -1.096212 -0.944253 -2.527790 -0.203 0.379 -0.134 0.086
H 0.978309 -0.111546 2.322644 0.256 0.243 -0.397 0.117
I 3.581629 3.339635 -2.959806 0.141 -0.087 0.275 1.014
H -0.909800 2.312330 -3.038897 0.309 -0.197 0.143 0.121
H 1.423820 -1.165098 0.051760 -0.154 -0.404 -0.040 0.084
H -2.211854 -2.076529 0.398042 -0.267 0.205 0.115 0.056
C -4.104724 -1.405623 -0.547693 0.182 -0.424 0.586 -0.239
C -0.047506 0.706950 -4.296888 -0.574 -0.379 0.914 -0.193
H 5.203311 2.493809 -1.089925 -0.241 -0.046 0.049 0.073
C 3.502911 1.997535 -0.192877 1.186 0.568 -0.826 -0.425
H 1.656385 0.707619 -2.193761 -0.193 0.508 -0.131 0.107
H 2.610456 0.138742 3.460825 0.567 0.419 0.250 0.117
O -2.018885 4.511395 4.550084 0.060 -0.030 -0.224 -0.132
C -2.729802 -1.947849 -3.493355 1.413 0.083 0.989 -0.180
H 0.513598 -2.546641 0.846133 0.305 0.482 0.059 0.119
C 2.604047 -2.492757 1.330786 -1.383 0.804 -1.604 -0.490
H -2.689236 -3.922117 -2.547917 0.020 0.418 0.050 0.108
O -1.288495 4.807170 6.567075 0.088 0.047 -0.058 -0.089
N 2.168403 1.926029 -0.068256 -0.270 0.073 1.223 0.062
N -2.149176 4.352807 5.790806 0.063 -0.101 0.065 -0.665
C 0.988036 2.332220 -0.822481 -0.611 -0.677 -1.995 -0.113
C -1.949779 -0.630527 -3.145855 -1.255 -0.001 -0.905 -0.205
F -1.157986 -0.810541 3.062347 -0.417 -0.022 -0.719 0.118
H 5.178449 -1.100032 2.528861 -0.432 -0.013 -0.147 0.133
O 2.567877 -3.447338 2.020379 0.544 -0.890 1.328 0.164
C 4.077413 -1.145346 2.570988 1.729 0.466 0.250 -0.135
H -0.332352 2.637215 2.252177 0.205 -0.119 0.370 0.135
H -2.666646 -0.002545 -2.589188 0.689 -0.165 0.279 0.102
N 2.026274 1.273669 1.126488 -1.203 -1.204 2.019 0.030
C -1.502193 0.153747 -4.409329 1.085 -0.148 -0.288 -0.198
C 3.552303 0.296982 2.909761 -1.595 -1.399 -0.312 -0.025
C 0.809595 0.845591 1.821511 -1.711 0.625 -0.383 -0.107
H 3.850045 -1.852224 3.381917 -0.285 0.158 -0.466 0.133
H -2.362261 -0.315312 0.322005 -0.261 -0.295 0.062 0.057
H 0.693363 2.643331 -3.716064 -0.093 -0.059 0.583 0.054
C -4.010227 -2.727388 -1.357242 0.228 0.358 0.439 -0.217
H 1.062486 3.348486 -1.233236 0.477 -0.328 0.307 0.102
H -4.932010 -2.851637 -1.949904 0.409 0.020 -0.009 0.109
C 0.078814 1.867461 -3.232709 0.457 -0.956 -1.044 -0.208
C -2.934844 -1.248602 0.476677 -0.075 0.116 -0.283 -0.106
H -3.743434 -1.728567 -3.859324 0.350 -0.196 0.001 0.118
H -2.155843 1.002209 -4.663479 -0.085 -0.453 0.105 0.112
H 0.024611 0.683733 1.063850 0.400 -0.300 0.241 0.119
H -1.492826 -0.558826 -5.253796 -0.198 0.384 0.163 0.105
H 4.298803 0.813143 3.521016 -0.344 0.148 -0.310 0.140
N 4.184902 1.476921 0.837479 -1.490 -0.181 0.080 0.226
H -3.333067 -1.234318 1.499455 0.266 0.014 -0.258 0.068
H 0.062348 2.331390 -0.231382 0.769 0.111 0.475 0.126
F -0.639842 2.007735 5.012351 -0.531 0.936 0.428 0.137
F -2.479333 0.162572 4.522118 -0.207 -0.910 0.612 0.192
H 0.043592 0.535686 -1.531477 0.276 0.141 -0.316 0.092
C 3.199738 1.015052 1.639949 3.073 0.690 -0.275 -0.251
H -1.848612 -2.694749 -1.605183 -0.224 0.041 -0.308 0.078
C 1.439638 -2.223826 0.347713 0.769 -0.749 -0.226 -0.130
H -2.127454 -2.482695 -4.250347 -0.514 0.300 -0.026 0.105
C 0.736802 1.275909 -1.973107 -0.549 0.653 0.804 -0.209
C 0.261240 1.896625 2.820058 0.516 0.152 -0.130 -0.047
```
Forces are in eV/Å.



Density functional theory data (ωB97M-V/def2-TZVPD) for 3 unconnected molecules or ions with the total composition C22H37F4N2O10S2 in a non-equilibrium geometry.

## Properties
total charge = +1
E = -79403.7655 eV
E_HOMO = -0.467 Ha
frontier orbital gap = 8.6 eV
multiplicity = 1

Structure (XYZ):
```
77
Properties=species:S:1:pos:R:3:forces:R:3:lowdin_charge:R:1
S -1.705470 -4.401040 4.170503 0.203 0.048 0.392 0.570
H -2.254551 -2.881014 -3.004474 -0.109 -0.223 0.005 0.131
C 1.452974 -0.968075 -0.657879 -1.131 0.455 0.065 -0.060
O -3.112986 -4.420271 4.406605 -0.103 -0.021 -0.172 -0.263
O 0.016587 -3.707434 -2.634436 -0.185 0.114 0.126 0.091
H -0.218788 3.425916 1.401319 0.074 0.336 -0.100 0.067
H 0.522783 1.990359 -0.701044 0.136 0.218 0.077 0.151
C 2.469157 -3.206650 -1.328971 0.160 0.191 0.538 -0.021
C 0.354706 -0.104564 -0.636436 0.688 -0.151 0.275 -0.084
C 1.359364 -2.204715 -1.315405 0.195 0.055 -0.215 -0.029
C 0.964510 -4.308487 0.466624 0.169 -0.566 0.392 -0.026
H 1.016810 -5.040446 1.266352 -0.023 -0.097 0.126 0.091
H -3.000811 -1.635172 -1.965649 -0.138 -0.247 0.240 0.129
H 0.321258 8.662578 -2.927191 -0.006 -0.015 -0.073 0.089
H -1.192413 -5.620576 6.103887 -0.023 0.017 0.000 0.079
H -2.826502 -1.324833 5.675526 0.037 0.055 0.018 0.089
C -0.947053 -5.720514 5.050284 0.053 -0.018 0.008 -0.115
H 3.260006 6.217937 1.168132 -0.051 0.016 0.010 0.080
H -2.936350 -2.079247 -5.278326 -0.012 -0.050 -0.103 0.105
C 0.358630 1.224775 0.060010 -0.481 -0.119 -0.298 -0.033
H -1.523518 -0.154840 -3.827177 0.212 0.080 -0.159 0.134
H -3.530251 0.905451 -3.549008 -0.031 0.099 0.118 0.081
C -1.152920 -1.876173 4.434547 -0.089 0.493 -0.173 -0.253
H -0.384325 2.213126 2.691724 0.290 -0.073 0.036 0.098
C -0.965236 1.524961 0.761663 0.270 0.175 -0.290 -0.379
H -0.298088 5.734739 -2.248828 0.082 -0.001 0.126 0.108
H 0.193378 -4.664685 -0.207977 -0.119 0.179 -0.227 0.094
F -1.408436 0.341668 1.353656 -0.124 -0.069 0.152 -0.007
F 2.517552 -5.502664 -0.806819 0.220 -0.130 -0.012 -0.002
C 0.351045 6.531413 -2.616941 -0.465 0.109 -0.304 -0.250
H 3.745615 6.986942 -0.365027 -0.016 0.021 -0.004 0.081
H -1.360228 -6.645658 4.654734 -0.031 0.022 -0.037 0.080
C 3.620195 0.016255 -0.887134 -0.498 -0.024 -0.047 -0.508
C 3.147645 6.200259 0.086314 0.030 -0.049 -0.007 -0.116
H -1.814343 2.964039 2.047637 -0.058 0.297 0.060 0.094
H -2.522554 -0.226326 4.314879 0.071 0.007 0.017 0.074
C -2.528656 -1.270640 4.629093 -0.119 -0.188 -0.022 -0.068
O 2.524212 -1.724244 1.936292 -0.968 -0.667 0.898 0.239
H -4.397392 -0.583000 -3.207120 -0.188 -0.105 -0.038 0.079
H 1.160491 1.279080 0.781236 0.258 -0.111 0.077 0.131
H -0.868618 -1.893818 3.380416 -0.011 -0.132 0.009 0.101
C -2.196021 -1.860960 -2.658639 0.199 0.937 -0.155 -0.027
O -2.135975 -1.578263 -5.088409 0.244 0.004 0.101 -0.019
H -4.070246 -0.077015 -4.874420 -0.084 -0.012 -0.184 0.087
F 4.443664 0.820495 -0.280966 0.543 0.404 0.696 0.207
O -1.047627 -3.205285 4.985096 0.042 -0.119 0.039 -0.258
O 1.105350 7.810528 0.225948 -0.166 -0.019 0.164 -0.255
H -1.731560 1.821846 0.039839 -0.088 -0.101 -0.110 0.142
H -1.199282 7.838108 -3.321708 0.033 -0.044 -0.049 0.084
O 0.658861 5.377318 0.109579 -0.121 -0.126 0.053 -0.303
F 4.418165 -1.571194 0.868330 0.766 -0.002 -0.143 0.185
C -0.360883 7.868644 -2.626021 0.059 0.065 0.229 -0.068
H 3.421137 -2.696215 -1.261434 0.237 0.061 0.065 0.116
C 2.318150 -4.269219 -0.201239 -0.601 0.046 -0.216 -0.327
O 3.656413 -0.184495 -2.040455 -0.122 -0.121 -0.977 0.234
H 0.682174 -3.380027 0.946943 -0.046 0.250 -0.028 0.074
H 3.086987 -4.159311 0.556821 0.274 0.112 -0.021 0.141
C -2.331010 -0.879005 -3.876641 -0.533 -0.344 -0.126 -0.400
N -0.764317 -0.473302 -1.283129 0.638 -0.420 -0.014 0.216
O -1.207420 -4.357597 2.826286 -0.067 0.025 -0.223 -0.290
H -3.281615 -1.798455 4.045463 0.012 0.002 -0.014 0.073
C -0.902631 -1.633760 -1.962663 0.101 -0.492 0.029 -0.089
S 1.452803 6.516952 -0.260916 0.333 0.088 -0.275 0.569
H -0.404672 -1.290788 4.965452 0.060 -0.163 0.092 0.123
H 3.416176 5.225958 -0.312029 0.000 0.007 -0.018 0.071
H 0.547900 -3.743143 -3.439290 0.055 -0.035 -0.028 0.146
H -0.745389 8.121847 -1.639180 -0.011 -0.020 -0.006 0.074
N 2.642308 -0.492574 0.008594 0.350 -0.785 -0.800 0.128
H 0.126757 -5.680722 4.891048 -0.001 0.015 0.000 0.076
C -3.670031 -0.124733 -3.869435 0.298 0.063 0.193 -0.023
O 1.571273 6.556697 -1.842327 0.107 -0.120 0.079 -0.262
C -0.822257 2.615437 1.782777 -0.475 -0.356 0.311 -0.009
C 0.169962 -2.520909 -1.987105 -0.157 0.639 0.024 -0.176
H 2.500354 -3.757652 -2.258533 -0.163 -0.066 -0.224 0.133
H -1.551883 0.160775 -1.251139 -0.123 -0.054 0.052 0.173
H 0.661978 6.262983 -3.624420 0.194 -0.020 0.065 0.122
C 3.134973 -1.317385 1.032333 0.045 0.771 -0.062 -0.517
```
Forces are in eV/Å.



> What is the formula in the first record?

C22H37ClP2Pt



> E of number 2 (C22H37F3IN5O5)?

-57346.5462 eV



> The highest multiplicity belongs to which entry?

C22H37ClP2Pt